[1]
Entry from the Open Molecules 2025 dataset: a molecular structure, C5H8O (ωB97M-V with the def2-TZVPD basis set).

Calculated values
ΔE to the lowest compared entry with this formula, charge and spin: 132.50 kcal/mol
Total charge: 0

Geometry as XYZ:
```
14
C5H8O | the Open Molecules 2025 dataset | ωB97M-V with the def2-TZVPD basis set
C -0.70 0.97 -0.25
C 0.77 0.75 -0.66
C 1.03 -0.68 -0.25
O 0.58 -0.85 1.09
C -0.15 -1.55 -0.18
C -1.01 0.01 0.87
H -1.35 0.76 -1.10
H -0.87 2.00 0.08
H 0.93 0.92 -1.73
H 1.44 1.43 -0.11
H 2.03 -1.10 -0.37
H 0.12 -2.61 -0.10
H -1.97 -0.49 0.82
H -0.86 0.43 1.87
```

[2]
Entry from the Open Molecules 2025 dataset: a molecular structure, C5H8O (ωB97M-V with the def2-TZVPD basis set).

Calculated values
ΔE to the lowest compared entry with this formula, charge and spin: 107.93 kcal/mol
Total charge: 0

Geometry as XYZ:
```
14
C5H8O | the Open Molecules 2025 dataset | ωB97M-V with the def2-TZVPD basis set
C -1.90 -1.24 0.65
C -0.76 -0.70 -0.12
C -0.31 -0.36 -1.30
C 0.97 0.10 -0.78
C 1.33 1.55 -0.77
O 0.50 -0.25 0.85
H -2.69 -1.48 -0.06
H -2.28 -0.52 1.38
H -1.64 -2.17 1.19
H 1.83 -0.57 -0.91
H 0.46 2.15 -0.48
H 2.17 1.76 -0.11
H 1.61 1.83 -1.80
H 0.94 -1.05 1.18
```

[3]
Entry from the Open Molecules 2025 dataset: a molecular structure, C5H8O (ωB97M-V with the def2-TZVPD basis set).

Calculated values
ΔE to the lowest compared entry with this formula, charge and spin: 129.05 kcal/mol
Total charge: 0

Geometry as XYZ:
```
14
C5H8O | the Open Molecules 2025 dataset | ωB97M-V with the def2-TZVPD basis set
O -2.08 -0.46 0.30
C -0.85 0.12 0.17
C -0.39 0.93 -1.00
C 0.22 -0.42 -0.72
C 1.47 -0.46 0.14
C 0.87 0.01 1.48
H -2.72 0.23 0.52
H -1.09 0.97 -1.83
H 0.20 1.83 -0.84
H -0.02 -1.23 -1.41
H 1.87 -1.47 0.19
H 2.26 0.21 -0.22
H 0.47 -0.90 1.97
H -0.36 0.60 1.15
```

[4]
Entry from the Open Molecules 2025 dataset: a single C5H8O molecule in a non-equilibrium geometry (ωB97M-V with the def2-TZVPD basis set).

Calculated values
ΔE to the lowest compared entry with this formula, charge and spin: 49.59 kcal/mol
SMILES string: C=C=CCCO
Total charge: 0

Geometry as XYZ:
```
14
C5H8O | the Open Molecules 2025 dataset | ωB97M-V with the def2-TZVPD basis set
C 2.78 0.38 -0.65
C 1.59 -0.04 -0.32
C 0.53 -0.55 0.28
C -0.86 -0.69 -0.34
C -1.94 0.07 0.44
O -1.67 1.45 0.50
H 0.74 -0.84 1.30
H 3.55 -0.33 -0.94
H 2.97 1.45 -0.64
H -0.85 -0.29 -1.36
H -1.15 -1.75 -0.42
H -2.92 -0.03 -0.04
H -2.02 -0.37 1.45
H -0.74 1.54 0.75
```